Record 1
ORCA calculation (ωB97M-V/def2-TZVPD) on a molecular structure, C36H90N6O30S6 at a distorted geometry.

Highest occupied orbital energy (eV): -8.88
Energy (eV): -174157.636
Frontier orbital gap (Eh): 0.3378

Element x y z (Å)
1 C -6.86969 -3.57479 0.70130
2 C -6.52255 -4.80170 -0.17007
3 C -4.97946 -5.03004 -0.23546
4 O -4.22904 -3.98382 -0.71918
5 C -3.98394 -3.92429 -2.09842
6 N -7.18096 -6.04195 0.37757
7 H -6.50778 -3.68939 1.71913
8 H -8.00268 -3.45264 0.77530
9 H -6.39092 -2.75360 0.20464
10 H -6.86789 -4.60136 -1.17869
11 H -4.78379 -5.95106 -0.79026
12 H -4.59790 -5.24867 0.80383
13 H -4.92825 -3.98263 -2.66365
14 H -3.25955 -4.71143 -2.40322
15 H -3.51839 -2.95853 -2.29310
16 H -7.10781 -6.76574 -0.25870
17 H -8.20048 -5.91212 0.37853
18 C 2.83046 -2.80811 3.02554
19 C 1.53443 -2.89239 3.90285
20 C 1.94190 -3.10637 5.34514
21 O 2.98765 -4.02089 5.65563
22 C 2.66386 -5.33882 5.34347
23 N 0.62991 -1.76898 3.75981
24 H 3.34804 -1.92041 3.24456
25 H 2.50402 -2.88201 1.98470
26 H 3.47083 -3.65864 3.18826
27 H 0.99588 -3.75968 3.43239
28 H 1.06988 -3.38643 5.97981
29 H 2.29293 -2.14419 5.62029
30 H 1.90418 -5.75991 6.03295
31 H 3.64061 -5.90696 5.57378
32 H 2.32513 -5.52734 4.28977
33 H 1.21209 -0.95125 3.93905
34 H 0.38866 -1.74059 2.78089
35 C 3.59384 2.58318 4.51606
36 C 3.44323 4.04382 4.64579
37 C 2.28623 4.63105 3.89178
38 O 2.29269 4.54036 2.45779
39 C 3.32487 5.39277 1.95750
40 N 3.35555 4.44424 6.06216
41 H 3.30134 2.39492 3.44633
42 H 2.90796 1.98146 5.09243
43 H 4.61840 2.22399 4.58676
44 H 4.30617 4.46954 4.15398
45 H 2.15301 5.69051 4.24189
46 H 1.49384 3.96239 4.13813
47 H 3.20727 5.59895 0.88570
48 H 4.31640 4.85767 2.02166
49 H 3.46799 6.35174 2.60129
50 H 3.81520 5.34999 6.19804
51 H 3.77616 3.70500 6.66265
52 C 2.52136 2.52964 -6.29084
53 C 2.73523 3.08888 -4.90616
54 C 1.91343 4.34710 -4.64282
55 O 2.10553 4.99992 -3.43596
56 C 3.13892 5.94441 -3.29080
57 N 2.69190 1.96496 -3.93133
58 H 3.23407 1.67498 -6.48997
59 H 2.61154 3.29695 -7.06070
60 H 1.48866 2.17384 -6.25886
61 H 3.76476 3.44133 -4.78776
62 H 0.80919 4.21598 -4.71645
63 H 2.19830 5.05358 -5.48488
64 H 2.93567 6.41831 -2.35255
65 H 3.12934 6.68099 -4.13165
66 H 4.12204 5.48266 -3.31516
67 H 2.77373 2.44186 -3.03144
68 H 1.78988 1.38279 -3.91579
69 C -0.92769 2.03723 -7.07503
70 C -1.27405 1.30662 -5.78459
71 C -1.21159 -0.17637 -6.06631
72 O -1.66114 -1.04011 -5.01248
73 C -1.94704 -2.34771 -5.39577
74 N -0.44170 1.50761 -4.57549
75 H -0.60173 3.03921 -6.80557
76 H -1.87501 2.19847 -7.62051
77 H -0.17301 1.62280 -7.72869
78 H -2.30578 1.62654 -5.58922
79 H -0.14668 -0.41639 -6.27871
80 H -1.85459 -0.24965 -6.92372
81 H -1.51166 -3.01859 -4.59292
82 H -1.37737 -2.56904 -6.29756
83 H -2.95948 -2.73194 -5.50031
84 H -0.72235 0.96731 -3.76027
85 H -0.46525 2.46467 -4.28971
86 C 0.83060 -1.41795 -1.85278
87 C 1.32049 -0.92361 -0.49789
88 C 2.26539 0.26309 -0.72857
89 O 2.72384 0.75881 0.52677
90 C 3.71120 1.83923 0.38754
91 N 0.25023 -0.54194 0.44134
92 H -0.06039 -2.08313 -1.77987
93 H 1.55877 -1.84482 -2.47874
94 H 0.53202 -0.53075 -2.53683
95 H 1.87508 -1.75355 -0.06801
96 H 1.69707 1.04371 -1.28618
97 H 3.16946 0.00277 -1.36830
98 H 4.17198 2.10909 1.31866
99 H 3.22561 2.72389 -0.08998
100 H 4.47267 1.65614 -0.33344
101 H 0.82642 -0.07588 1.14419
102 H -0.24421 0.13168 -0.10333
103 C -4.02623 -0.89483 2.19793
104 C -2.93729 -1.09896 1.17436
105 O -2.87456 0.12792 0.41450
106 S -4.29258 0.90992 0.57086
107 O -5.00678 0.82400 -0.66788
108 O -4.07256 2.18898 1.10278
109 O -5.00091 -0.08768 1.55569
110 H -3.80265 -0.33374 3.11734
111 H -4.51562 -1.82956 2.40241
112 H -3.22736 -1.94186 0.55093
113 H -1.93628 -1.16949 1.48663
114 C -1.62386 -3.78527 5.88983
115 C -1.96584 -2.42218 5.32691
116 O -2.51269 -2.82261 4.04195
117 S -3.50654 -4.04586 4.22519
118 O -3.45165 -4.96770 3.15725
119 O -4.79096 -3.75387 4.71587
120 O -2.66997 -4.63553 5.45332
121 H -1.42771 -4.01146 6.91733
122 H -0.72594 -4.16223 5.42305
123 H -1.20081 -1.76824 5.01402
124 H -2.72101 -1.83895 5.93139
125 C -3.00031 4.67732 -2.72865
126 C -3.43222 4.80501 -1.25752
127 O -2.35721 4.09850 -0.61160
128 S -0.99050 4.22039 -1.42980
129 O -0.56025 2.93509 -1.67878
130 O -0.09394 5.10283 -0.83582
131 O -1.62220 4.88714 -2.71482
132 H -3.53001 5.26037 -3.49418
133 H -3.16740 3.59874 -3.00427
134 H -4.26446 4.24942 -0.85343
135 H -3.47009 5.86852 -0.99757
136 C -1.33613 3.69651 3.23477
137 C -0.73681 2.52599 2.39410
138 O -1.02322 1.38353 3.17885
139 S -1.25941 1.61437 4.67003
140 O -0.05993 1.49875 5.35456
141 O -2.33660 0.86858 5.11312
142 O -1.72096 3.08344 4.46293
143 H -2.24023 4.09885 2.73840
144 H -0.61653 4.48746 3.52301
145 H 0.31232 2.66677 2.17730
146 H -1.19299 2.27314 1.40817
147 C 5.18085 0.10352 -3.44248
148 C 6.01085 0.35120 -4.76537
149 O 6.17857 1.78412 -4.72441
150 S 6.35484 2.39063 -3.24012
151 O 5.45756 3.47157 -2.98449
152 O 7.73248 2.54493 -2.95391
153 O 5.77004 1.04324 -2.51877
154 H 5.32523 -0.85549 -2.95592
155 H 4.11004 0.36443 -3.59671
156 H 5.38314 0.01643 -5.57911
157 H 6.97571 -0.13374 -4.87034
158 C -0.98880 -4.00474 0.87271
159 C -1.57558 -5.38754 0.79435
160 O -0.63307 -6.05386 -0.11238
161 S 0.82919 -5.64359 0.24838
162 O 1.60909 -5.67683 -0.89927
163 O 1.20943 -6.33834 1.45762
164 O 0.37415 -4.14049 0.69863
165 H -1.22783 -3.51154 1.80636
166 H -1.30418 -3.34502 0.05408
167 H -2.45846 -5.43509 0.13093
168 H -1.62755 -5.90581 1.76679

Cartesian forces (eV/Å) of the 6 atoms listed first:
C -1.297 -1.202 -0.356
C 0.020 -0.408 0.935
C -0.864 -1.565 1.748
O 0.563 1.342 0.235
C 0.035 -0.227 -0.350
N -0.380 2.455 0.921

---

Record 2
ORCA calculation (ωB97M-V/def2-TZVPD) on a molecular structure, C24H25BF3NO5PSTa.

Highest occupied orbital energy (eV): -14.62
Energy (eV): -67516.565
Frontier orbital gap (Eh): 0.2594
Net charge: +2

Element x y z (Å)
1 Ta 0.03707 -0.00431 0.07696
2 F 0.51566 0.72969 -6.26957
3 C 0.06743 0.22649 -5.12476
4 F -1.26423 0.36124 -5.09138
5 F 0.34866 -1.08237 -5.09574
6 C 0.69664 0.92675 -3.93697
7 C 1.60285 1.96501 -4.10696
8 C 2.17893 2.58816 -3.00266
9 C 1.83221 2.15076 -1.74491
10 N 0.95267 1.14867 -1.58344
11 C 0.38946 0.53978 -2.64477
12 S -0.69337 -0.75387 -2.12199
13 H 1.86246 2.28246 -5.10830
14 H 2.88685 3.39454 -3.12356
15 H 2.24811 2.58466 -0.84442
16 C -1.99457 3.39875 1.95673
17 C -2.12661 2.07807 1.23316
18 C -3.45736 1.89249 0.52467
19 O -1.02689 1.94498 0.24700
20 C -1.88969 0.90154 2.17652
21 O -2.31465 0.80834 3.27408
22 O -1.15098 -0.08528 1.57130
23 H -2.17620 4.22909 1.27328
24 H -1.00905 3.50558 2.40859
25 H -2.73873 3.44136 2.75031
26 H -3.62172 2.70181 -0.18865
27 H -4.26132 1.92408 1.25903
28 H -3.50109 0.93664 -0.00032
29 H -1.11602 2.61200 -0.44686
30 C 1.10897 -3.50760 -0.50461
31 P -0.12418 -2.56524 0.41796
32 C 0.07181 -3.03319 2.15408
33 C -1.75950 -3.10605 -0.10114
34 C -1.94263 -3.79057 -1.30301
35 C -3.21965 -4.15934 -1.69932
36 C -4.31215 -3.84666 -0.90379
37 C -4.13436 -3.16575 0.29457
38 C -2.86376 -2.79012 0.69665
39 H 1.09160 -3.24437 -1.56080
40 H 0.90931 -4.57394 -0.39183
41 H 2.09704 -3.28428 -0.10145
42 H -0.13460 -4.09874 2.25955
43 H -0.61652 -2.46852 2.78068
44 H 1.09342 -2.83009 2.47738
45 H -1.09885 -4.05239 -1.92833
46 H -3.35825 -4.69976 -2.62571
47 H -5.30558 -4.14269 -1.21261
48 H -4.98615 -2.93745 0.92091
49 H -2.73559 -2.26916 1.63784
50 O 1.63503 0.98021 1.27962
51 B 2.05104 -0.33802 0.94396
52 O 3.30871 -0.58504 1.35484
53 C 3.74853 0.59811 1.95510
54 C 4.97255 0.85052 2.52794
55 C 5.14659 2.12635 3.05545
56 C 4.14134 3.09116 3.00708
57 C 2.90453 2.82738 2.42597
58 C 2.75848 1.56274 1.91055
59 H 5.74791 0.09878 2.56582
60 H 6.09053 2.37509 3.51996
61 H 4.32272 4.06648 3.43617
62 H 2.11516 3.56502 2.39412

Cartesian forces (eV/Å) of the 6 atoms listed first:
Ta 0.010 -0.104 -0.007
F -0.011 -0.007 0.023
C -0.039 -0.010 0.026
F 0.022 -0.006 0.006
F 0.001 0.005 0.004
C 0.097 0.102 -0.144

---

Record 3
ORCA calculation (ωB97M-V/def2-TZVPD) on a molecular structure, C22H40F2NO22PdS2 at a distorted geometry.

Highest occupied orbital energy (alpha / beta) (eV): -12.44 / -12.44
Expectation value of S²: 2.007
Energy (eV): -100571.039
Frontier orbital gap (alpha / beta) (Eh): 0.2652 / 0.1240
Net charge: +1
2S+1: 3

Element x y z (Å)
1 Pd -1.81543 -2.14342 -1.54704
2 N -0.80433 -0.42255 -1.51819
3 S -1.18240 1.04494 -2.27858
4 O -0.15704 1.40607 -3.17601
5 O -1.95474 1.95424 -1.53447
6 F -2.30978 0.43114 -3.22274
7 S 0.60810 0.15155 -0.75074
8 O 0.50545 1.33954 -0.00361
9 O 1.79562 -0.14631 -1.45419
10 F 0.58593 -1.01618 0.30106
11 C 2.02823 -1.19340 -4.47360
12 C 3.49733 -0.88126 -4.14176
13 O 4.25756 -1.64410 -5.03736
14 C 3.42143 -2.23534 -5.95017
15 O 3.79110 -2.89033 -6.85402
16 O 2.12088 -1.95462 -5.66575
17 H 1.48162 -0.27666 -4.69475
18 H 1.55973 -1.65846 -3.60455
19 H 3.63196 -1.17582 -3.09993
20 H 3.66324 0.19501 -4.18969
21 C 5.63437 1.12184 0.67458
22 C 4.45182 0.19573 0.33650
23 O 4.40551 -0.66330 1.46966
24 C 5.19099 -0.15226 2.46733
25 O 5.31076 -0.66022 3.52527
26 O 5.71415 1.03659 2.09105
27 H 5.48543 2.14751 0.34557
28 H 6.55046 0.76833 0.19682
29 H 4.69824 -0.22935 -0.63457
30 H 3.49995 0.72519 0.32023
31 C -2.39137 -2.03301 2.96385
32 C -1.45972 -3.07352 2.37189
33 O -2.20792 -4.27932 1.96102
34 C -2.46200 -4.47484 0.72288
35 O -2.47797 -3.59047 -0.14756
36 O -2.75160 -5.72935 0.49991
37 C -3.42109 -6.08445 -0.70648
38 H -3.34609 -2.48664 3.21125
39 H -2.53651 -1.24386 2.22341
40 H -1.93327 -1.55687 3.82700
41 H -0.70349 -3.50680 3.02380
42 H -0.87631 -2.72265 1.51721
43 H -2.92080 -5.67618 -1.58516
44 H -4.45001 -5.71897 -0.71724
45 H -3.47081 -7.16222 -0.80434
46 C -1.27262 0.52982 -6.40724
47 C -2.27680 1.19280 -7.34826
48 O -3.53376 0.56103 -7.16426
49 C -4.57108 1.33501 -6.84391
50 O -4.55296 2.52712 -6.70790
51 O -5.63251 0.55373 -6.65206
52 C -6.89707 1.19709 -6.63736
53 H -1.63953 0.74133 -5.40186
54 H -0.27502 0.94129 -6.54228
55 H -1.29668 -0.55311 -6.53368
56 H -1.97757 1.08824 -8.39142
57 H -2.25649 2.26290 -7.15055
58 H -7.26097 1.29383 -7.66053
59 H -6.81889 2.19882 -6.21690
60 H -7.59372 0.62109 -6.03859
61 C 0.50327 -1.64292 7.99275
62 C -0.67338 -1.27405 7.10588
63 O -0.30114 -0.43053 5.99743
64 C 0.39026 -1.02127 5.03941
65 O 0.54496 -2.21054 4.89493
66 O 0.91243 -0.06751 4.26564
67 C 1.60570 -0.48591 3.11023
68 H 0.14842 -1.87552 8.99796
69 H 1.20750 -0.81690 8.09860
70 H 1.01101 -2.53138 7.62419
71 H -1.41576 -0.68419 7.63463
72 H -1.11274 -2.19989 6.73244
73 H 1.42218 0.19916 2.28537
74 H 1.34411 -1.48984 2.77430
75 H 2.68310 -0.50002 3.26511
76 C 0.78614 3.19225 5.29310
77 C 0.89238 4.68939 5.11319
78 O 0.17305 5.10507 3.92737
79 C 0.80729 4.96227 2.77569
80 O 1.94370 4.59422 2.63800
81 O -0.01652 5.32871 1.78936
82 C 0.51217 5.13717 0.47525
83 H 0.98932 2.93847 6.33829
84 H 1.38235 2.61996 4.58830
85 H -0.23852 2.81074 5.21960
86 H 1.92730 5.01369 5.08078
87 H 0.32085 5.16371 5.90637
88 H 1.38795 5.75852 0.32931
89 H -0.30154 5.31264 -0.22048
90 H 0.76267 4.07855 0.36599

Cartesian forces (eV/Å) of the 6 atoms listed first:
Pd 0.514 0.326 0.853
N 0.438 1.937 -0.197
S -4.250 0.719 -3.414
O 0.865 -0.191 0.726
O 0.854 -0.181 1.109
F 0.574 -0.645 0.492

---

Record 4
ORCA calculation (ωB97M-V/def2-TZVPD) on 2 unconnected molecules or ions with the total composition C2H6O3 at a distorted geometry.

Highest occupied orbital energy (eV): -8.65
Energy (eV): -8309.421
Frontier orbital gap (Eh): 0.3445

Element x y z (Å)
1 C -0.96859 0.61676 -0.12227
2 C -0.22959 -0.57027 0.40553
3 O -0.61425 -1.78828 0.06429
4 O 2.32331 0.36959 0.32128
5 O 1.49201 -0.32547 -0.52717
6 H -1.02773 0.57323 -1.20883
7 H -1.97650 0.63215 0.28849
8 H -0.46527 1.53494 0.16497
9 H 0.15510 -0.52929 1.41588
10 H -0.92918 -1.80993 -0.85139
11 H 2.24068 1.29656 0.04922

Cartesian forces (eV/Å) of the 6 atoms listed first:
C 0.121 -0.271 0.030
C 2.776 0.961 -1.595
O -0.165 -0.364 -0.195
O 0.753 0.795 0.922
O -3.432 -0.999 0.693
H 0.000 -0.017 -0.048

---

Record 5
ORCA calculation (ωB97M-V/def2-TZVPD) on 2 unconnected molecules or ions with the total composition C5H11NO.

Highest occupied orbital energy (eV): -8.24
Energy (eV): -8900.138
Frontier orbital gap (Eh): 0.3358
Structure (SMILES): C=C/C(N)=C/C.O

Element x y z (Å)
1 C -2.13609 -0.99965 0.05676
2 N 0.22283 0.19260 -1.26185
3 C 0.34570 -0.48850 -0.04826
4 C -0.72719 -0.96976 0.59792
5 C 2.74795 0.09866 0.10990
6 C 1.67555 -0.53659 0.55411
7 H -2.39686 -0.04905 -0.40581
8 H -2.26961 -1.78624 -0.68555
9 H -2.80878 -1.14744 0.89251
10 H -0.65870 0.11901 -1.73835
11 H 1.03917 0.12923 -1.84861
12 H -0.55070 -1.46600 1.54243
13 H 2.63759 0.75186 -0.74584
14 H 3.71775 -0.02581 0.56004
15 H 1.73500 -1.05837 1.50125
16 H -1.16141 2.67672 0.97739
17 H -0.53069 1.83324 -0.11354
18 O -0.88151 2.72608 0.05550

Cartesian forces (eV/Å) of the 6 atoms listed first:
C 0.658 0.392 0.282
N 0.373 0.111 0.225
C -0.683 0.155 0.043
C 0.085 -0.447 -0.152
C -0.216 0.048 -0.521
C -0.027 0.044 0.630

---

Record 6
ORCA calculation (ωB97M-V/def2-TZVPD) on C2HCl2OP in the gas phase at a distorted geometry.

Highest occupied orbital energy (eV): -9.94
Energy (eV): -38470.402
Frontier orbital gap (Eh): 0.3804
Structure (SMILES): C#COP(Cl)Cl

Element x y z (Å)
1 C 1.67866 0.06763 -0.86105
2 C 0.96043 0.16740 0.10080
3 O 0.28627 0.05577 1.18766
4 P -1.32691 -0.43667 1.27794
5 Cl -2.19184 1.29620 0.56798
6 Cl -1.54211 -1.48579 -0.43081
7 H 2.13549 0.33545 -1.84251

Cartesian forces (eV/Å) of the 6 atoms listed first:
C 0.207 1.069 -1.523
C 0.934 -0.386 -1.069
O -1.045 -0.397 1.042
P 0.374 0.780 -0.173
Cl -0.047 0.057 0.267
Cl 0.103 -0.491 -0.159

---

Record 7
ORCA calculation (ωB97M-V/def2-TZVPD) on C12H14ClN3O4S in the gas phase at a distorted geometry.

Highest occupied orbital energy (eV): -8.23
Energy (eV): -48687.060
Frontier orbital gap (Eh): 0.3131
Structure (SMILES): CC(=O)OC[C@H](C)NC1=Nc2ccc(Cl)cc2S(=O)(=O)N1

Element x y z (Å)
1 O -0.55793 2.66541 4.73013
2 O 2.33488 -2.94733 -1.44548
3 O 0.02700 -3.34342 -0.36438
4 Cl -0.06529 -3.06400 -6.62282
5 N -1.36466 -0.72081 -1.55902
6 O 0.98427 1.65157 3.36693
7 C 0.52812 2.10093 4.52579
8 C -0.44052 -0.57185 -0.58726
9 C -1.43878 -1.49769 -5.11238
10 C -1.79425 -0.96034 -3.88101
11 C 0.27012 -2.85819 -4.01524
12 C -0.46136 -2.43696 -5.12842
13 C -1.07130 -1.35436 -2.70688
14 C -0.03978 -2.29698 -2.77293
15 N -0.79063 0.24876 0.39610
16 N 0.83463 -1.07834 -0.60615
17 C 1.57676 2.35177 5.51692
18 C -0.35829 2.65079 0.93262
19 C 0.17762 0.73395 2.64155
20 C 0.10827 1.14694 1.10239
21 S 0.87434 -2.59527 -1.25533
22 H -1.99980 -1.22914 -6.03883
23 H -2.55079 -0.14789 -3.90625
24 H 0.99122 -3.68457 -4.15480
25 H -1.68318 0.70664 0.20230
26 H 1.31521 -1.21153 0.25556
27 H 1.29986 1.54705 6.22505
28 H 1.43208 3.42204 5.86493
29 H 2.60098 2.13199 5.07395
30 H -0.47853 2.89311 -0.11936
31 H -1.31380 2.68502 1.44156
32 H 0.23729 3.46050 1.42540
33 H -0.86217 0.63191 3.14333
34 H 0.57513 -0.24219 2.77551
35 H 1.10328 1.21248 0.65652

Cartesian forces (eV/Å) of the 6 atoms listed first:
O 1.110 -2.546 -1.147
O -4.472 0.967 0.380
O 0.569 -0.607 -0.383
Cl 0.666 -1.129 -1.996
N 1.437 1.358 3.231
O 0.007 -1.464 -0.627